No. 1
{
  "formula": "C3H5NO",
  "method": "ωB97M-V/def2-TZVPD",
  "species": ["O", "N", "C", "C", "C", "H", "H", "H", "H", "H"],
  "positions_angstrom": [[2.062, 0.545, 0.211], [0.022, -0.586, -0.313], [-1.492, 0.051, -0.756], [-1.158, -0.582, 0.614], [0.878, 0.462, 0.213], [-1.535, -1.583, 0.406], [-1.295, -0.289, 1.644], [-2.130, -0.455, -1.452], [-1.263, 1.234, -1.075], [0.206, 1.251, 0.559]],
  "lowdin_charge": [0.10, -0.03, -0.03, -0.19, -0.37, 0.10, 0.11, 0.07, 0.15, 0.11],
  "e_lumo_ev": 0.87,
  "de_lowest_kcal_mol": 75.6,
  "homo_energy_ev": -9.7,
  "molar_mass_g_mol": 71.1,
  "charge": 0,
  "orbital_gap_ha": 0.38994
}

No. 2
{
  "formula": "C3H9N4",
  "method": "ωB97M-V/def2-TZVPD",
  "species": ["N", "N", "N", "N", "C", "C", "C", "H", "H", "H", "H", "H", "H", "H", "H", "H"],
  "positions_angstrom": [[-0.539, -1.020, -0.779], [0.922, -0.756, 0.861], [-2.048, 0.313, 0.581], [1.939, 0.924, -0.214], [0.682, 0.597, 0.384], [-0.499, 0.344, -0.661], [0.282, -1.590, 0.098], [-2.823, 0.498, -0.069], [2.130, 0.429, -1.140], [0.194, -2.682, 0.295], [-0.594, 0.991, -1.506], [0.369, 1.264, 1.158], [-1.988, 1.162, 1.173], [-1.241, -1.503, -1.418], [1.845, 1.908, -0.585], [1.367, -0.879, 1.822]],
  "lowdin_charge": [0.04, 0.12, 0.07, 0.06, -0.34, -0.08, -0.07, 0.02, 0.13, 0.18, 0.13, 0.14, 0.03, 0.22, 0.12, 0.23],
  "e_lumo_ev": -4.03,
  "de_lowest_kcal_mol": 70.0,
  "homo_energy_ev": -13.8,
  "molar_mass_g_mol": 101.1,
  "charge": 1,
  "orbital_gap_ha": 0.35798
}

No. 3
{
  "formula": "C2H17NO6",
  "method": "ωB97M-V/def2-TZVPD",
  "species": ["O", "O", "O", "O", "O", "O", "N", "C", "C", "H", "H", "H", "H", "H", "H", "H", "H", "H", "H", "H", "H", "H", "H", "H", "H", "H"],
  "positions_angstrom": [[-2.818, 0.257, 3.454], [-0.406, 0.850, 2.328], [-0.839, 1.385, -2.691], [1.225, -0.192, -3.378], [2.610, -1.374, -1.167], [-0.559, 2.219, -0.179], [0.455, -0.662, 0.648], [-0.520, -1.773, 0.668], [0.609, -0.115, 1.993], [3.025, -0.513, -1.105], [-0.631, 1.410, 1.559], [1.948, -1.452, -0.462], [-2.880, -0.649, 3.159], [-0.210, -2.602, 0.008], [-1.992, 0.621, 3.102], [-0.835, 2.187, -3.217], [1.592, 0.377, 2.077], [-0.600, -2.339, 1.610], [0.086, -0.056, -0.087], [1.865, -0.564, -2.743], [-1.156, 2.955, -0.298], [1.566, -0.257, -4.270], [-0.470, 1.699, -1.007], [-0.142, 0.840, -3.101], [-1.477, -1.458, 0.271], [0.557, -0.792, 2.830]],
  "lowdin_charge": [-0.08, -0.10, -0.06, -0.05, -0.06, -0.07, -0.10, -0.11, -0.25, 0.04, 0.06, 0.01, 0.01, 0.07, -0.02, 0.06, 0.12, 0.09, 0.09, 0.02, 0.05, 0.06, 0.00, 0.00, 0.08, 0.12],
  "e_lumo_ev": 0.32,
  "de_lowest_kcal_mol": 26.1,
  "homo_energy_ev": -9.7,
  "molar_mass_g_mol": 151.2,
  "charge": 0,
  "orbital_gap_ha": 0.36865
}